Record 1
{"formula": "C19H22N2O4", "method": "ωB97M-V/def2-TZVPD", "species": ["C", "C", "O", "C", "C", "C", "C", "C", "O", "N", "C", "C", "C", "C", "C", "C", "N", "C", "C", "O", "C", "C", "O", "C", "C", "H", "H", "H", "H", "H", "H", "H", "H", "H", "H", "H", "H", "H", "H", "H", "H", "H", "H", "H", "H", "H", "H"], "positions_angstrom": [[1.898, -5.372, -0.894], [1.520, -5.125, 0.564], [0.315, -4.398, 0.702], [0.279, -3.059, 0.444], [1.410, -2.280, 0.225], [1.332, -0.911, 0.047], [0.096, -0.278, 0.069], [-0.089, 1.183, -0.139], [-1.094, 1.617, -0.687], [0.924, 1.939, 0.350], [1.265, 3.312, 0.295], [2.626, 3.573, 0.444], [3.126, 4.859, 0.452], [2.251, 5.924, 0.316], [0.900, 5.689, 0.176], [0.375, 4.394, 0.166], [-0.989, 4.177, 0.034], [-2.011, 5.068, 0.168], [-3.350, 4.417, -0.112], [-1.895, 6.230, 0.491], [-1.044, -1.055, 0.235], [-0.986, -2.429, 0.426], [-2.190, -3.024, 0.641], [-2.431, -4.364, 0.240], [-2.264, -4.560, -1.263], [1.101, -5.917, -1.395], [2.058, -4.434, -1.420], [2.809, -5.961, -0.940], [2.337, -4.634, 1.105], [1.310, -6.078, 1.058], [2.385, -2.739, 0.207], [2.244, -0.365, -0.147], [1.679, 1.397, 0.750], [3.306, 2.739, 0.557], [4.186, 5.025, 0.567], [2.620, 6.938, 0.323], [0.212, 6.513, 0.087], [-1.245, 3.225, -0.254], [-4.138, 5.161, -0.031], [-3.532, 3.620, 0.605], [-3.354, 3.986, -1.110], [-2.014, -0.584, 0.223], [-1.792, -5.059, 0.791], [-3.472, -4.532, 0.529], [-1.229, -4.403, -1.556], [-2.556, -5.571, -1.534], [-2.889, -3.853, -1.804]], "nbo_charge": [-0.641, -0.062, -0.521, 0.323, -0.309, -0.199, -0.158, 0.686, -0.637, -0.608, 0.173, -0.234, -0.229, -0.204, -0.216, 0.123, -0.639, 0.690, -0.710, -0.616, -0.186, 0.245, -0.495, -0.062, -0.640, 0.216, 0.214, 0.220, 0.173, 0.198, 0.220, 0.208, 0.402, 0.198, 0.214, 0.216, 0.257, 0.437, 0.235, 0.229, 0.230, 0.245, 0.190, 0.188, 0.207, 0.216, 0.215], "e_tot_ha": -1147.7138, "relative_energy_kj_mol": 130.4, "e_homo_ev": -8.1, "homo_lumo_gap_ev": 8.598, "smiles": "CCOc1ccc(C(=O)Nc2ccccc2NC(C)=O)cc1OCC", "lumo_ev": 0.53}

=====

Record 2
{"formula": "C19H22N2O4S", "method": "ωB97M-V/def2-TZVPD", "species": ["C", "O", "C", "C", "C", "C", "N", "C", "O", "C", "C", "C", "N", "C", "O", "C", "C", "C", "C", "S", "C", "C", "C", "O", "C", "C", "H", "H", "H", "H", "H", "H", "H", "H", "H", "H", "H", "H", "H", "H", "H", "H", "H", "H", "H", "H", "H", "H"], "positions_angstrom": [[-4.325, -5.982, 0.515], [-4.293, -4.949, 1.469], [-3.521, -3.855, 1.212], [-2.757, -3.661, 0.073], [-2.012, -2.501, -0.070], [-2.016, -1.525, 0.909], [-1.292, -0.327, 0.834], [-0.433, 0.090, -0.129], [-0.159, -0.558, -1.120], [0.165, 1.467, 0.160], [1.692, 1.369, 0.317], [2.363, 1.105, -1.031], [1.996, 2.139, -1.967], [2.797, 3.097, -2.472], [2.416, 3.907, -3.302], [4.204, 3.143, -1.993], [5.320, 3.173, -2.773], [6.510, 3.365, -2.037], [6.282, 3.508, -0.708], [4.610, 3.400, -0.324], [0.577, 2.156, -2.247], [-0.186, 2.462, -0.959], [-2.794, -1.720, 2.069], [-2.746, -0.708, 2.994], [-3.495, -0.852, 4.177], [-3.535, -2.875, 2.209], [-4.986, -6.743, 0.927], [-4.727, -5.633, -0.442], [-3.331, -6.413, 0.356], [-2.726, -4.397, -0.714], [-1.416, -2.350, -0.954], [-1.451, 0.267, 1.636], [-0.255, 1.844, 1.099], [1.945, 0.570, 1.015], [2.066, 2.312, 0.723], [3.446, 1.055, -0.921], [2.005, 0.149, -1.428], [5.284, 3.052, -3.841], [7.488, 3.401, -2.482], [6.988, 3.677, 0.080], [0.390, 2.925, -2.999], [0.278, 1.179, -2.636], [-1.259, 2.436, -1.156], [0.076, 3.468, -0.623], [-4.565, -0.927, 3.966], [-3.173, -1.728, 4.749], [-3.303, 0.049, 4.759], [-4.143, -3.063, 3.078]], "nbo_charge": [-0.251, -0.494, 0.310, -0.323, -0.212, 0.136, -0.617, 0.684, -0.641, -0.291, -0.392, -0.237, -0.424, 0.645, -0.617, -0.297, -0.216, -0.255, -0.404, 0.431, -0.238, -0.399, 0.286, -0.517, -0.249, -0.335, 0.200, 0.177, 0.177, 0.221, 0.256, 0.417, 0.205, 0.215, 0.208, 0.224, 0.230, 0.235, 0.227, 0.236, 0.246, 0.222, 0.216, 0.212, 0.181, 0.181, 0.201, 0.230], "e_tot_ha": -1545.8885, "relative_energy_kj_mol": 124.5, "e_homo_ev": -7.9, "homo_lumo_gap_ev": 8.483, "smiles": "COc1ccc(NC(=O)C2CCN(C(=O)c3cccs3)CC2)c(OC)c1", "lumo_ev": 0.54}